{
  "formula": "C35H34Br2GeN6O4Tm",
  "method": "ωB97M-V/def2-TZVPD",
  "charge": -1,
  "multiplicity": 3,
  "s2": 2.002,
  "largest_force_ev_per_a": 2.6,
  "total_energy_ev": -280115.402,
  "symbols": ["Tm", "C", "C", "C", "C", "N", "C", "N", "C", "N", "C", "N", "C", "C", "C", "C", "C", "N", "C", "C", "C", "C", "C", "C", "H", "H", "H", "H", "H", "H", "H", "H", "H", "H", "H", "H", "Br", "C", "C", "C", "Br", "C", "C", "C", "C", "N", "C", "C", "O", "H", "H", "H", "H", "C", "C", "C", "O", "C", "O", "O", "H", "H", "H", "H", "H", "H", "H", "C", "Ge", "C", "C", "C", "H", "H", "H", "H", "H", "H", "H", "H", "H", "H", "H"],
  "positions_angstrom": [[0.196, 0.006, -1.521], [4.415, -1.194, -0.342], [4.227, -2.313, 0.544], [2.994, -2.435, 1.128], [1.931, -1.404, 0.891], [2.131, -0.408, -0.109], [3.384, -0.307, -0.573], [0.939, -1.518, 1.696], [-0.081, -0.508, 1.862], [-0.746, -0.112, 0.510], [-2.011, -0.546, 0.551], [-3.088, -0.301, -0.171], [-3.260, 0.092, -1.425], [-4.628, 0.418, -1.794], [-4.969, 0.491, -3.113], [-3.954, 0.349, -4.104], [-2.655, 0.049, -3.707], [-2.311, 0.022, -2.374], [-2.384, -1.164, 1.874], [-3.572, -1.724, 2.243], [-3.623, -2.180, 3.577], [-2.559, -2.013, 4.389], [-1.335, -1.461, 4.008], [-1.244, -1.120, 2.683], [5.303, -1.159, -0.966], [5.063, -2.969, 0.878], [2.663, -3.262, 1.813], [3.525, 0.498, -1.243], [-5.304, 0.635, -0.965], [-6.068, 0.591, -3.343], [-4.181, 0.421, -5.193], [-1.803, -0.117, -4.348], [-4.346, -1.875, 1.532], [-4.483, -2.674, 4.000], [-2.649, -2.432, 5.389], [-0.548, -1.256, 4.716], [3.691, 2.592, -4.452], [2.347, 3.426, -3.461], [2.103, 4.785, -3.562], [1.119, 5.376, -2.775], [1.289, 7.271, -2.705], [0.171, 4.621, -2.007], [-0.843, 5.117, -1.220], [-1.643, 4.238, -0.494], [-1.405, 2.833, -0.572], [-0.392, 2.369, -1.266], [0.425, 3.246, -1.934], [1.511, 2.595, -2.616], [1.716, 1.357, -2.384], [2.758, 5.397, -4.181], [-0.839, 6.189, -1.060], [-2.479, 4.597, 0.060], [-2.050, 2.109, -0.048], [-1.132, -3.932, -3.159], [0.100, -3.038, -3.030], [1.342, -3.931, -3.217], [0.215, -2.430, -1.729], [0.017, -1.881, -4.043], [-0.487, -2.128, -5.166], [0.471, -0.730, -3.598], [-1.114, -4.775, -2.392], [-1.136, -4.450, -4.145], [-2.037, -3.310, -3.044], [1.467, -4.754, -2.520], [2.241, -3.330, -3.184], [1.327, -4.365, -4.262], [0.044, -3.082, -1.005], [1.664, -1.215, 5.028], [1.549, 0.570, 4.174], [3.332, 1.217, 3.906], [0.662, 1.670, 5.513], [0.521, 0.775, 2.511], [1.090, -1.271, 5.974], [2.723, -1.284, 5.239], [1.393, -2.030, 4.362], [3.921, 1.037, 4.861], [3.302, 2.240, 3.571], [3.782, 0.638, 3.088], [0.462, 1.206, 6.483], [-0.312, 1.994, 5.096], [1.222, 2.596, 5.762], [1.193, 1.294, 1.839], [-0.275, 1.464, 2.772]]
}